A | Below is a 2-piece molecular cluster, C2H10N overall, with properties calculated with ωB97M-V/def2-TZVPD.

```
13
Properties=species:S:1:pos:R:3:lowdin_charge:R:1
N 2.003 0.077 0.166 0.333
C -1.129 0.491 0.503 -0.164
C -1.235 -0.573 -0.608 -0.171
H 2.494 0.966 0.163 0.165
H -2.137 0.680 0.863 0.079
H -1.242 -1.636 -0.372 0.075
H 1.136 0.096 -0.398 0.104
H 2.527 -0.710 -0.225 0.167
H -0.611 -0.300 -1.466 0.057
H 1.689 -0.182 1.108 0.154
H -2.226 -0.471 -1.072 0.081
H -0.755 1.389 -0.002 0.074
H -0.514 0.173 1.340 0.047
```

The calculation puts the lowest unoccupied orbital energy at -4.281 eV. As for the charge: +1. The HOMO energy comes out at -15.82 eV.

=====

B | Below is a 2-piece molecular cluster, C2H10N overall, with properties calculated with ωB97M-V/def2-TZVPD.

```
13
Properties=species:S:1:pos:R:3:lowdin_charge:R:1
N -2.508 0.795 -1.269 0.382
C 1.479 -1.236 0.953 -0.126
C 1.760 0.323 0.670 -0.122
H -1.795 0.169 -1.069 0.125
H 1.846 0.359 -0.378 0.037
H 0.861 0.877 0.868 0.030
H 1.153 -1.617 2.005 0.105
H -2.576 1.533 -0.622 0.148
H -3.420 0.281 -1.276 0.196
H -2.433 1.007 -2.225 0.145
H 2.352 -1.650 0.819 -0.011
H 2.587 0.654 1.256 0.058
H 0.694 -1.494 0.270 0.032
```

The calculation puts the lowest unoccupied orbital energy at -4.700 eV. As for the charge: +1. The HOMO energy comes out at -14.56 eV.

=====

Result of the stability comparison: A is the most stable of them.

=====

A | Below is a 3-piece molecular cluster, C4H16NO3 overall, with properties calculated with ωB97M-V/def2-TZVPD.

```
24
Properties=species:S:1:pos:R:3:lowdin_charge:R:1
O -2.303 0.503 -0.425 -0.025
O 0.538 -2.236 -1.180 -0.089
O -1.120 -0.217 3.332 -0.033
N 0.011 -0.499 0.772 0.173
C 1.090 0.257 0.100 -0.346
C 1.039 0.093 -1.463 -0.116
C 1.212 1.735 0.391 -0.047
C 0.206 -1.096 -2.011 -0.196
H 2.174 2.149 -0.050 0.124
H 2.047 -0.039 -1.841 0.122
H -3.062 0.498 0.163 0.079
H 1.994 -0.287 0.391 0.152
H -2.028 -0.491 3.247 0.059
H 0.229 -1.516 0.653 0.162
H 0.769 1.054 -1.874 0.106
H -2.337 1.004 -1.239 0.076
H -0.076 -2.948 -1.423 0.112
H 0.602 -1.338 -2.991 0.124
H 0.399 2.254 -0.111 0.078
H -0.934 -0.237 0.366 0.114
H -0.802 0.468 3.927 0.073
H -0.860 -0.847 -1.959 0.102
H 1.242 2.042 1.444 0.086
H -0.033 -0.304 1.780 0.109
```

The calculation puts the lowest unoccupied orbital energy at -3.042 eV. As for the charge: +1. The HOMO energy comes out at -14.38 eV.

=====

B | Below is a 3-piece molecular cluster, C4H16NO3 overall, with properties calculated with ωB97M-V/def2-TZVPD.

```
24
Properties=species:S:1:pos:R:3:lowdin_charge:R:1
O 0.492 -1.641 2.414 -0.063
O 0.662 -0.709 -3.082 -0.030
O 1.423 -1.159 -0.465 -0.095
N -2.256 1.725 1.124 0.197
C 1.610 0.154 0.046 -0.236
C -1.558 0.427 0.900 -0.143
C -0.860 0.458 -0.442 -0.203
C 0.523 1.118 -0.443 -0.157
H 0.658 -2.488 2.856 0.060
H 1.285 -1.214 -1.419 0.042
H -0.810 -0.532 -0.888 0.106
H -2.783 2.041 0.308 0.174
H -0.796 0.417 1.670 0.118
H -2.959 1.668 1.868 0.178
H 0.547 -1.860 1.473 0.019
H -2.226 -0.424 0.995 0.142
H 1.410 -0.612 -3.689 0.081
H 0.444 2.001 0.198 0.110
H 1.738 -0.034 1.098 0.101
H -1.571 2.398 1.460 0.169
H 2.564 0.553 -0.311 0.123
H 0.072 -1.286 -3.583 0.075
H 0.761 1.441 -1.444 0.105
H -1.519 0.862 -1.233 0.126
```

The calculation puts the lowest unoccupied orbital energy at -3.493 eV. As for the charge: +1. The HOMO energy comes out at -13.22 eV.

=====

Result of the stability comparison: A is the most stable of them.